# C18H22N2O3

A single C18H22N2O3 molecule (ωB97M-V/def2-TZVPD, the OMol25 dataset).

Each atom is followed by the atoms it is bonded to, with distances in Å.
Positions of all 45 atoms, in Å:
1 C -5.44267 -1.97812 -0.95513  C2 1.496, H24 1.089, H25 1.087, H26 1.089
2 C -4.23251 -1.26015 -0.44828  C1 1.496, C3 1.395, C22 1.391
3 C -3.23182 -1.96073 0.22450  C2 1.395, C4 1.373, H27 1.080
4 C -2.11161 -1.32560 0.70190  C3 1.373, C5 1.400, H28 1.078
5 C -1.93823 0.05182 0.52400  C4 1.400, C6 1.444, C21 1.408
6 C -0.79583 0.80827 0.97949  C5 1.444, C7 1.507, C17 1.352
7 C 0.35663 0.18590 1.72439  C6 1.507, N8 1.453, H29 1.102, H30 1.095
8 N 1.58846 0.37137 0.97609  C7 1.453, C9 1.451, C16 1.448
9 C 1.59495 -0.41058 -0.24662  N8 1.451, C10 1.523, H31 1.108, H32 1.092
10 C 2.81157 -0.06374 -1.09482  C9 1.523, C11 1.526, H33 1.090, H34 1.091
11 C 4.09647 -0.31861 -0.31118  C10 1.526, C12 1.523, C15 1.532, H35 1.096
12 C 5.31776 0.13281 -1.10206  C11 1.523, N13 1.356, O14 1.208
13 N 6.47252 -0.46387 -0.71569  C12 1.356, H36 1.004, H37 1.007
14 O 5.28789 0.95969 -1.98240  C12 1.208
15 C 4.02221 0.47215 0.99936  C11 1.532, C16 1.525, H38 1.090, H39 1.092
16 C 2.76466 0.08687 1.77215  N8 1.448, C15 1.525, H40 1.108, H41 1.093
17 C -0.74071 2.13283 0.71624  C6 1.352, C18 1.447, H42 1.078
18 C -1.78983 2.83722 0.01200  C17 1.447, O19 1.206, O20 1.368
19 O -1.80336 4.01735 -0.23746  C18 1.206
20 O -2.86030 2.08630 -0.38867  C18 1.368, C21 1.354
21 C -2.94707 0.75460 -0.16174  C5 1.408, O20 1.354, C22 1.402
22 C -4.09417 0.10973 -0.64627  C2 1.391, C21 1.402, C23 1.497
23 C -5.14706 0.89435 -1.36599  C22 1.497, H43 1.089, H44 1.085, H45 1.089
24 H -5.52922 -1.86527 -2.03506  C1 1.089
25 H -5.39079 -3.03749 -0.71913  C1 1.087
26 H -6.34635 -1.56518 -0.50877  C1 1.089
27 H -3.34277 -3.02492 0.37232  C3 1.080
28 H -1.36014 -1.90337 1.21510  C4 1.078
29 H 0.17295 -0.87703 1.94819  C7 1.102
30 H 0.46438 0.71112 2.67863  C7 1.095
31 H 1.59534 -1.49614 -0.02346  C9 1.108
32 H 0.68363 -0.18316 -0.80451  C9 1.092
33 H 2.77631 0.98942 -1.37269  C10 1.090
34 H 2.80381 -0.65701 -2.01024  C10 1.091
35 H 4.18868 -1.38751 -0.08531  C11 1.096
36 H 6.51028 -1.13779 0.02701  N13 1.004
37 H 7.33210 -0.18804 -1.16077  N13 1.007
38 H 3.98032 1.53633 0.76499  C15 1.090
39 H 4.90289 0.28630 1.61775  C15 1.092
40 H 2.81682 -0.98364 2.05288  C16 1.108
41 H 2.70947 0.67470 2.69234  C16 1.093
42 H 0.10563 2.72523 1.02344  C17 1.078
43 H -6.10078 0.81427 -0.84592  C23 1.089
44 H -4.86631 1.94064 -1.42523  C23 1.085
45 H -5.28421 0.50869 -2.37537  C23 1.089

Calculated values
Structure (SMILES)   Cc1ccc2c(CN3CCC(C(N)=O)CC3)cc(=O)oc2c1C
Highest occupied orbital energy   -8.563 eV
Energy relative to the best compared isomer or geometry (same formula, charge and spin)   9.3 kcal/mol
Gap between HOMO and LUMO   8.650 eV

Per-atom Mulliken charges, elementary charge units: number 1, C, carries -1.634; number 2, C, carries 1.529; number 3, C, carries -1.425; number 4, C, carries -1.056; number 5, C, carries 0.741; number 6, C, carries 0.949; number 7, C, carries -1.133; number 8, N, carries 0.353; number 9, C, carries -0.419; number 10, C, carries -1.236; number 11, C, carries 0.254; number 12, C, carries 0.137; number 13, N, carries -0.353; number 14, O, carries -0.620; number 15, C, carries -0.783; number 16, C, carries -0.810; number 17, C, carries -0.277; number 18, C, carries -0.126; number 19, O, carries -0.645; number 20, O, carries -0.550; number 21, C, carries 0.058; number 22, C, carries 1.003; number 23, C, carries -1.715; number 24, H, carries 0.337; number 25, H, carries 0.377; number 26, H, carries 0.340; number 27, H, carries 0.315; number 28, H, carries 0.283; number 29, H, carries 0.369; number 30, H, carries 0.463; number 31, H, carries 0.328; number 32, H, carries 0.393; number 33, H, carries 0.296; number 34, H, carries 0.428; number 35, H, carries 0.312; number 36, H, carries 0.202; number 37, H, carries 0.250; number 38, H, carries 0.315; number 39, H, carries 0.378; number 40, H, carries 0.389; number 41, H, carries 0.411; number 42, H, carries 0.523; number 43, H, carries 0.324; number 44, H, carries 0.401; number 45, H, carries 0.323